Formula: C5H9NP
Source: the OMol25 dataset
Level of theory: ωB97M-V/def2-TZVPD

* HOMO energy: -12.99 eV
* structure (SMILES): C[C@@]1([NH3+])C=CC=P1
* net charge: +1
* electronic energy: -16100.13689 eV
* relative energy (zero: lowest compared OMol25 entry of this formula, charge and spin): 34.29 kcal per mole

Bonds (Å) are listed after each position.
Positions of all 16 atoms, in Å:
1 C -0.973 -0.021 1.589  C2 1.502, H8 1.164, H9 1.065, H10 1.056
2 C 0.034 -0.029 0.474  C1 1.502, N3 1.512, C4 1.821, P7 1.844
3 N 1.092 -1.052 0.823  C2 1.512, H11 1.011, H12 1.051, H13 1.011
4 C -0.520 -0.544 -1.182  C2 1.821, C5 1.357, H14 1.022
5 C -0.238 0.508 -1.991  C4 1.357, C6 1.417, H15 1.056
6 C 0.445 1.630 -1.462  C5 1.417, P7 1.691, H16 1.109
7 P 0.934 1.548 0.154  C2 1.844, C6 1.691
8 H -1.847 0.712 1.358  C1 1.164
9 H -0.506 0.305 2.488  C1 1.065
10 H -1.414 -0.963 1.769  C1 1.056
11 H 1.756 -1.005 0.063  N3 1.011
12 H 0.478 -1.904 0.791  N3 1.051
13 H 1.431 -0.629 1.677  N3 1.011
14 H -1.153 -1.342 -1.268  C4 1.022
15 H -0.292 0.437 -3.044  C5 1.056
16 H 0.772 2.350 -2.240  C6 1.109